1.
Here is one molecule with the formula C14H15F2NO4S from the OMol25 dataset. Energies are from ωB97M-V/def2-TZVPD.

Atoms and positions in Å:
C (-5.918, -1.705, 0.875)
C (-4.746, -0.980, 0.274)
O (-4.509, 0.183, 0.478)
C (-3.856, -1.827, -0.616)
C (-2.916, -0.933, -1.423)
C (-2.174, -0.015, -0.478)
O (-1.637, -0.387, 0.542)
O (-2.127, 1.228, -0.940)
C (-1.603, 2.256, -0.101)
H (-2.044, 3.183, -0.468)
C (-0.070, 2.385, -0.169)
O (0.463, 3.366, -0.632)
N (0.559, 1.308, 0.362)
C (1.925, 1.051, 0.450)
C (2.311, -0.158, 1.032)
C (3.646, -0.480, 1.155)
C (4.603, 0.404, 0.681)
C (4.235, 1.608, 0.104)
C (2.898, 1.936, -0.011)
H (2.603, 2.869, -0.460)
H (4.994, 2.283, -0.257)
S (6.338, -0.024, 0.800)
C (6.415, -1.165, -0.617)
F (5.611, -2.233, -0.446)
F (6.016, -0.570, -1.756)
H (7.450, -1.512, -0.733)
H (3.947, -1.414, 1.605)
H (1.555, -0.843, 1.388)
H (-0.045, 0.567, 0.722)
H (-1.912, 2.070, 0.934)
H (-2.184, -1.541, -1.957)
H (-3.467, -0.324, -2.139)
H (-3.268, -2.469, 0.045)
H (-4.456, -2.464, -1.266)
H (-5.612, -2.674, 1.260)
H (-6.363, -1.110, 1.668)
H (-6.663, -1.868, 0.098)

Output
- E_HOMO: -8.55 eV
- Energy above the lowest of the compared OMol25 structures with the same formula, charge and spin: 0.0 kcal/mol
- LUMO: 0.591 eV
- SMILES: CC(=O)CCC(=O)OCC(=O)Nc1ccc(SC(F)F)cc1
- Multiplicity: 1
- Orbital gap: 9.14 eV



2.
Here is C14H15FeNO5 as an isolated structure in a non-equilibrium geometry from the OMol25 dataset. Energies are from ωB97M-V/def2-TZVPD.

Atoms and positions in Å:
C (0.525, -3.513, -0.709)
C (-0.433, -2.498, -1.336)
N (-1.131, -1.557, -0.431)
C (-2.512, -1.639, -0.376)
C (-3.220, -2.958, -0.601)
O (-3.208, -0.676, -0.078)
O (-0.558, -2.455, -2.545)
H (-0.004, -4.489, -0.609)
H (1.349, -3.680, -1.429)
H (0.944, -3.233, 0.277)
H (-2.605, -3.876, -0.508)
H (-4.047, -2.986, 0.142)
H (-3.678, -2.894, -1.609)
O (3.749, -0.373, -0.728)
C (3.079, 0.540, -0.409)
Fe (2.211, 2.036, 0.220)
C (3.512, 3.145, 0.610)
O (4.479, 3.621, 1.087)
C (2.308, 1.121, 1.721)
O (2.606, 0.565, 2.713)
C (-0.565, -0.295, -0.196)
C (-1.262, 0.558, 0.984)
C (-0.799, 1.965, 1.390)
C (0.548, 2.699, 1.106)
C (0.649, 3.202, -0.255)
C (0.355, 2.147, -1.213)
C (0.288, 0.754, -1.067)
H (0.284, -0.771, 0.310)
H (-2.369, 0.605, 0.876)
H (-1.030, -0.111, 1.821)
H (-1.587, 2.661, 1.040)
H (-0.877, 2.004, 2.487)
H (0.854, 3.388, 1.919)
H (0.943, 4.242, -0.523)
H (0.299, 2.471, -2.259)
H (0.904, 0.278, -1.820)

Output
- E_HOMO (alpha / beta): 2.49 / -0.76 eV
- LUMO (alpha / beta): 5.256 / 5.130 eV
- Multiplicity: 5
- Expectation value of S²: 6.144
- Total charge: -2
- Orbital gap (alpha / beta): 2.77 / 5.89 eV